{"formula": "C44H125N7O15", "method": "ωB97M-V/def2-TZVPD", "total_energy_ev": -88781.57401, "spin_multiplicity": 2, "orbital_gap_ha": [0.2969, 0.0814], "charge": 1, "de_lowest_kcal_mol": 0.0, "lumo_energy_ev": [-2.2543, -8.1191], "homo_energy_ev": [-10.33, -10.33], "symbols": ["C", "C", "C", "O", "C", "N", "H", "H", "H", "H", "H", "H", "H", "H", "H", "H", "H", "C", "C", "C", "O", "C", "N", "H", "H", "H", "H", "H", "H", "H", "H", "H", "H", "H", "C", "C", "C", "O", "C", "N", "H", "H", "H", "H", "H", "H", "H", "H", "H", "H", "H", "C", "C", "C", "O", "C", "N", "H", "H", "H", "H", "H", "H", "H", "H", "H", "H", "H", "C", "C", "C", "O", "C", "N", "H", "H", "H", "H", "H", "H", "H", "H", "H", "H", "H", "C", "C", "C", "O", "C", "N", "H", "H", "H", "H", "H", "H", "H", "H", "H", "H", "H", "C", "C", "C", "O", "C", "N", "H", "H", "H", "H", "H", "H", "H", "H", "H", "H", "H", "C", "C", "O", "H", "H", "H", "H", "H", "H", "C", "C", "O", "H", "H", "H", "H", "H", "H", "C", "C", "O", "H", "H", "H", "H", "H", "H", "C", "C", "O", "H", "H", "H", "H", "H", "H", "C", "C", "O", "H", "H", "H", "H", "H", "H", "C", "C", "O", "H", "H", "H", "H", "H", "H", "C", "C", "O", "H", "H", "H", "H", "H", "H", "C", "C", "O", "H", "H", "H", "H", "H", "H"], "coordinates": [[-4.203, -5.921, -0.670], [-3.224, -6.002, 0.468], [-2.306, -4.761, 0.771], [-1.597, -4.420, -0.381], [-0.951, -3.166, -0.169], [-3.862, -6.362, 1.759], [-4.912, -5.119, -0.465], [-4.791, -6.834, -0.763], [-3.681, -5.820, -1.621], [-2.653, -6.889, 0.195], [-1.627, -4.909, 1.610], [-2.996, -4.000, 1.135], [-0.349, -3.149, 0.739], [-1.720, -2.399, -0.075], [-0.388, -2.784, -1.021], [-4.446, -5.567, 1.973], [-4.548, -7.100, 1.682], [-7.448, -0.903, 0.829], [-6.731, -1.825, -0.151], [-5.193, -1.495, -0.200], [-4.986, -0.399, -1.067], [-3.740, 0.255, -1.024], [-7.066, -3.224, 0.189], [-8.526, -0.905, 0.668], [-7.108, 0.127, 0.729], [-7.264, -1.209, 1.859], [-7.215, -1.688, -1.118], [-4.635, -2.365, -0.546], [-4.895, -1.234, 0.815], [-2.953, -0.385, -1.422], [-3.487, 0.554, -0.007], [-3.713, 1.216, -1.538], [-7.008, -3.819, -0.624], [-8.069, -3.244, 0.309], [-6.359, 3.145, 1.589], [-5.124, 2.663, 2.307], [-4.850, 3.434, 3.642], [-3.488, 3.122, 4.036], [-3.179, 3.750, 5.309], [-5.240, 1.174, 2.418], [-7.213, 3.159, 2.266], [-6.646, 2.569, 0.709], [-6.304, 4.187, 1.276], [-4.232, 2.821, 1.701], [-5.515, 3.179, 4.467], [-5.019, 4.491, 3.433], [-2.160, 4.101, 5.472], [-3.315, 3.004, 6.092], [-3.764, 4.659, 5.452], [-4.469, 0.838, 2.978], [-5.158, 0.881, 1.455], [-1.388, -0.089, 2.175], [-0.591, 1.051, 1.609], [0.170, 0.552, 0.333], [0.901, -0.680, 0.522], [1.592, -1.104, -0.723], [-1.366, 2.247, 1.302], [-1.803, 0.170, 3.149], [-0.634, -0.873, 2.248], [-2.196, -0.419, 1.522], [0.178, 1.248, 2.357], [0.888, 1.288, -0.027], [-0.540, 0.428, -0.485], [2.504, -0.538, -0.913], [0.962, -0.936, -1.597], [1.912, -2.143, -0.654], [-1.955, 2.588, 2.048], [-0.836, 3.089, 1.131], [-1.352, -4.702, -5.441], [-1.304, -5.179, -3.949], [0.152, -5.328, -3.399], [0.782, -4.030, -3.455], [2.178, -3.942, -3.462], [-2.149, -4.287, -3.098], [-2.398, -4.579, -5.721], [-0.828, -5.447, -6.039], [-0.863, -3.750, -5.650], [-1.827, -6.129, -3.844], [0.700, -6.090, -3.953], [0.141, -5.698, -2.373], [2.676, -4.777, -2.968], [2.510, -2.934, -3.212], [2.652, -4.052, -4.437], [-1.940, -3.301, -3.162], [-1.919, -4.524, -2.144], [2.694, 1.828, -2.780], [2.186, 2.027, -4.201], [3.004, 3.048, -5.046], [2.956, 4.401, -4.565], [3.693, 5.287, -5.376], [2.166, 0.780, -4.914], [3.738, 1.522, -2.709], [2.185, 0.983, -2.316], [2.650, 2.759, -2.215], [1.199, 2.481, -4.117], [2.664, 3.081, -6.082], [4.050, 2.744, -5.011], [4.750, 5.031, -5.445], [3.704, 6.285, -4.940], [3.294, 5.237, -6.389], [1.929, 0.855, -5.893], [1.461, 0.138, -4.581], [2.161, 3.604, 1.571], [1.540, 4.906, 2.131], [2.306, 6.082, 1.722], [1.984, 7.246, 2.507], [3.063, 8.050, 2.893], [0.251, 4.967, 1.530], [3.180, 3.386, 1.888], [2.093, 3.655, 0.484], [1.666, 2.746, 2.026], [1.406, 4.858, 3.211], [2.251, 6.213, 0.642], [3.366, 5.915, 1.917], [3.627, 8.170, 1.969], [3.675, 7.604, 3.677], [2.746, 8.991, 3.343], [0.481, 5.157, 0.565], [-0.278, 5.779, 1.815], [5.758, -2.365, -3.529], [4.814, -1.133, -3.831], [4.254, -1.106, -5.096], [5.982, -2.307, -2.464], [6.648, -2.347, -4.158], [5.262, -3.334, -3.592], [5.418, -0.251, -3.618], [4.032, -1.034, -3.078], [3.550, -0.454, -5.068], [-2.534, -0.664, 5.944], [-3.601, -0.353, 6.997], [-4.851, -0.833, 6.482], [-2.226, -1.708, 6.008], [-1.601, -0.132, 6.129], [-2.884, -0.372, 4.954], [-3.653, 0.735, 6.960], [-3.437, -0.687, 8.021], [-5.095, -1.542, 7.082], [-0.949, 4.126, -1.448], [-1.099, 5.632, -1.315], [0.162, 6.200, -1.004], [-0.160, 3.702, -0.828], [-0.731, 3.819, -2.471], [-1.864, 3.583, -1.209], [-1.840, 5.956, -0.584], [-1.472, 6.049, -2.251], [0.015, 7.046, -0.574], [3.525, -5.185, -0.095], [4.769, -4.376, -0.590], [5.587, -5.108, -1.473], [3.025, -4.690, 0.737], [3.664, -6.244, 0.121], [2.827, -5.139, -0.931], [5.424, -4.112, 0.240], [4.397, -3.421, -0.962], [5.027, -5.690, -1.993], [2.612, 1.787, 5.107], [3.647, 1.557, 4.001], [4.592, 2.541, 4.080], [1.946, 2.633, 4.938], [3.125, 1.938, 6.057], [1.992, 0.894, 5.190], [3.078, 1.486, 3.073], [4.168, 0.604, 4.094], [5.236, 2.258, 4.732], [4.987, 1.294, 0.330], [6.221, 0.516, -0.148], [7.277, 1.395, -0.635], [5.228, 1.847, 1.238], [4.207, 0.633, 0.709], [4.553, 1.926, -0.445], [5.909, -0.168, -0.937], [6.667, -0.079, 0.649], [7.888, 0.923, -1.205], [3.984, -2.030, 2.018], [2.719, -2.238, 2.888], [3.135, -2.307, 4.259], [4.698, -2.833, 2.199], [4.566, -1.171, 2.352], [3.732, -2.144, 0.964], [2.352, -3.246, 2.696], [1.920, -1.506, 2.766], [3.372, -3.208, 4.491], [-1.209, 0.555, -3.976], [-1.081, -0.946, -3.897], [0.258, -1.258, -4.108], [-1.202, 0.911, -5.006], [-0.477, 1.006, -3.306], [-2.181, 0.847, -3.578], [-1.628, -1.475, -4.677], [-1.423, -1.397, -2.966], [0.468, -2.179, -3.932]], "forces_ev_per_angstrom": [[-0.5, 0.8, 0.0], [0.8, -1.5, 1.2], [-1.8, -1.9, 0.2], [0.8, 0.7, -0.9], [-0.5, 1.0, 0.0], [0.1, 1.0, -0.4], [-0.1, 0.3, -0.5], [0.1, -0.1, 0.2], [-0.1, 0.4, -0.2], [0.9, 0.1, 0.3], [0.1, -0.5, -0.1], [-0.1, 0.7, -0.4], [0.2, -0.1, -0.1], [-0.2, 0.1, 0.5], [0.4, -0.9, -0.2], [-0.2, 0.4, 0.5], [0.2, -0.5, -0.4], [0.1, 0.1, 0.1], [-0.4, 0.2, -0.4], [-1.1, -0.1, 0.0], [-0.7, 0.5, -0.6], [0.1, -0.1, 0.9], [0.4, -0.2, 0.3], [0.0, -0.1, -0.1], [0.0, -0.1, -0.1], [0.1, 0.0, 0.0], [0.7, 0.7, -0.5], [0.2, -0.3, 0.0], [0.3, -0.1, 0.2], [0.3, -0.1, 0.0], [0.2, -0.3, 0.3], [-0.6, -0.3, -0.5], [0.6, -0.1, -0.4], [-0.3, 0.2, 0.7], [-0.7, 1.0, 0.3], [0.4, -0.5, 0.5], [0.4, -1.4, -0.9], [-0.2, 1.3, 0.4], [-0.2, -0.4, -0.2], [-0.4, 1.3, 0.7], [-0.1, -0.4, 0.1], [0.3, -0.2, 0.1], [0.4, 0.1, -0.2], [0.1, 0.6, -0.2], [-0.3, -0.4, -0.1], [0.4, 0.3, 0.0], [0.4, -0.3, -1.0], [-0.5, 0.2, 0.2], [-0.4, -0.2, 0.1], [0.2, -0.3, -0.2], [0.2, -0.6, 0.1], [0.0, -0.1, 0.0], [0.8, 0.2, -0.5], [0.2, 0.3, -0.1], [0.4, -0.5, -1.3], [-0.4, 0.9, 1.3], [-0.5, -0.3, -0.6], [0.1, -0.1, 0.0], [-0.4, -0.4, 0.4], [-0.1, 0.0, -0.1], [0.3, 0.1, 0.2], [0.0, 0.4, 0.2], [-0.4, -0.2, -0.1], [0.1, 0.3, 0.4], [-0.3, -0.2, -0.1], [-0.4, -0.1, 0.3], [-0.3, -0.7, 0.6], [0.8, 0.0, -0.2], [0.1, -0.3, 0.9], [-1.3, 1.3, -1.7], [0.5, 1.2, 0.8], [-1.7, -0.6, 0.0], [1.7, -0.7, -1.1], [4.1, -0.9, -0.6], [0.1, -0.3, -0.3], [-0.4, 0.0, -0.1], [0.2, 0.0, 0.5], [0.3, -0.4, -0.1], [-0.2, 0.1, -0.6], [-0.2, 0.2, 0.3], [-0.2, 0.4, 1.0], [-0.2, -0.2, 0.8], [-0.7, 0.0, -0.8], [-0.9, 1.0, -0.8], [-1.2, -0.6, 2.0], [0.6, -0.1, -0.2], [0.2, 1.7, -0.2], [0.5, 0.6, 0.8], [-0.4, -0.8, 0.7], [0.3, -0.3, -0.1], [0.1, -1.0, -0.6], [0.3, 0.0, -0.5], [-0.5, 0.4, 0.2], [-0.5, -0.1, 0.2], [-0.4, 0.0, 0.0], [-0.2, -0.4, -0.2], [0.2, -0.3, -0.3], [0.2, -0.5, 0.1], [-0.6, -0.1, -0.1], [-0.1, 0.5, -0.2], [0.1, 0.6, -0.3], [0.0, 0.0, 0.5], [0.4, 0.2, 1.1], [0.0, -1.5, 0.6], [2.9, 1.5, 1.2], [-1.8, -0.5, -0.2], [0.5, -0.3, -0.5], [-1.6, -0.4, -0.6], [0.4, 0.7, -0.2], [0.0, -0.4, -0.1], [-0.7, 0.1, -0.6], [0.4, 0.0, 0.1], [-0.4, 0.5, -0.2], [0.3, -0.3, 0.0], [0.7, 0.7, 0.3], [0.2, -0.5, -0.1], [-0.4, 0.0, -0.5], [-0.6, 0.0, -0.3], [0.0, 0.2, 0.4], [-1.5, 1.0, 0.0], [1.2, -0.7, 1.1], [0.6, -1.1, -0.6], [0.6, 0.2, 0.0], [-0.1, 0.0, 0.2], [-0.1, 0.0, -0.5], [0.3, 0.3, -0.3], [-0.4, -0.5, 0.4], [-0.6, 0.8, -0.1], [0.7, -0.5, 1.0], [0.0, 0.9, -1.8], [0.1, -0.3, 0.8], [-0.3, -0.2, -0.5], [0.0, 0.4, 0.1], [-0.2, -0.3, 0.1], [-0.3, 0.2, 0.6], [0.3, -0.1, -0.2], [-0.4, -0.1, -0.2], [-0.3, -0.5, -0.4], [-0.3, 0.0, -0.3], [0.3, 0.2, -0.3], [-0.1, 0.3, 0.1], [0.2, 0.3, -0.2], [-0.1, 0.2, 0.3], [0.0, -0.4, 0.4], [0.1, 0.0, -0.3], [0.1, 0.2, -0.1], [0.3, 0.7, -0.9], [-0.4, -0.9, 1.6], [-0.2, 0.2, -0.3], [0.1, 0.0, 0.1], [0.5, 0.2, 0.2], [-0.3, -0.2, 0.0], [0.0, -0.1, 0.1], [0.0, 0.1, -0.6], [0.0, -0.1, -0.2], [0.0, -0.9, 0.1], [-1.6, -1.2, 1.1], [1.4, 1.7, -0.9], [0.2, 0.1, -0.2], [-0.1, 0.0, 0.1], [-0.2, -0.1, 0.2], [0.6, 0.5, -0.5], [-0.4, -0.5, 0.2], [0.1, 0.2, 0.0], [0.7, -0.1, 0.5], [0.4, 0.3, -0.4], [-1.1, 0.1, 0.4], [0.2, 0.6, -0.3], [0.0, -0.5, -0.4], [0.2, 0.1, 0.1], [0.1, -0.1, -0.2], [-0.3, -0.1, 0.2], [-0.1, -0.3, 0.1], [-0.5, -0.6, 0.6], [1.6, -1.3, 0.4], [-0.3, 0.8, 0.4], [-0.2, -0.4, 0.2], [-0.5, 0.5, -0.6], [0.2, 0.8, -0.2], [-0.6, 0.1, -0.7], [0.3, 0.1, 0.0], [0.0, 0.0, -0.2], [-1.1, -0.2, 0.6], [-0.2, -0.6, -0.7], [1.5, 0.0, 0.0], [0.5, 0.0, 0.1], [0.2, 0.2, -0.4], [-0.1, 0.0, 0.0], [-0.7, 0.3, -0.3], [-0.1, 0.4, 0.7], [-0.2, -0.3, 0.0]]}